(1)
DFT (ωB97M-V with the def2-TZVPD basis set) results for C46H44N10PbSSbSe4 as an isolated structure.

Structure (XYZ):
```
107
C46H44N10PbSSbSe4 | OMol25 | ωB97M-V with the def2-TZVPD basis set
Pb -0.5667 -0.1522 0.0147
N -4.1711 -2.7874 1.2993
C -3.3885 -1.6275 1.0045
N -2.2502 -1.8708 0.1859
C -2.0131 -3.0260 -0.3688
N -1.0970 -3.1776 -1.3681
N -0.6589 -1.9766 -1.7267
C -0.0929 -1.7979 -2.8652
C 0.0572 -0.4266 -3.3446
C 0.4970 -0.1566 -4.6381
C 0.4735 1.1491 -5.0959
C 0.0149 2.1553 -4.2624
C -0.3782 1.8047 -2.9796
N -0.3529 0.5578 -2.5312
C -2.7727 -4.2247 0.0119
C -2.4832 -5.4938 -0.4730
C -3.2145 -6.5967 -0.0710
C -4.2675 -6.4105 0.8267
C -4.5869 -5.1600 1.3092
C -3.8456 -4.0370 0.8994
H -5.0571 -2.5765 1.7448
H -4.0077 -0.9135 0.4664
H 0.0519 -2.6319 -3.5506
H 0.8288 -0.9691 -5.2718
H 0.8016 1.3774 -6.1027
H -0.0368 3.1872 -4.5786
H -0.7283 2.5487 -2.2780
H -1.6750 -5.5909 -1.1851
H -2.9844 -7.5825 -0.4527
H -4.8548 -7.2630 1.1485
H -5.4139 -5.0218 1.9946
C 0.0786 -1.5802 3.9907
C -0.0528 -2.9024 3.2854
C -0.7336 -3.9520 3.8927
C -0.7566 -5.2124 3.3191
C -0.0725 -5.4412 2.1370
C 0.6005 -4.4163 1.4814
C 1.3985 -4.7157 0.2411
C 0.5654 -3.1469 2.0585
N 1.1879 -2.0521 1.3762
C 2.4463 -1.9306 1.4824
C 3.3286 -2.8348 2.3048
C 3.1552 -0.8245 0.7256
C 4.6440 -0.7187 0.9408
N 2.4789 -0.0751 -0.0430
C 3.1578 0.9248 -0.8028
C 3.5527 0.5977 -2.1004
C 3.4289 -0.8088 -2.6139
C 4.1489 1.5874 -2.8747
C 4.3584 2.8564 -2.3631
C 3.9880 3.1432 -1.0586
C 3.3874 2.1849 -0.2509
C 2.9977 2.4929 1.1639
H -0.8523 -1.3128 4.4878
H 0.3312 -0.7725 3.3052
H 0.8694 -1.6368 4.7460
H -1.2556 -3.7647 4.8238
H -1.3127 -6.0143 3.7868
H -0.0784 -6.4288 1.6932
H 0.8605 -5.4090 -0.4005
H 2.3562 -5.1736 0.5124
H 1.5993 -3.8282 -0.3545
H 2.7404 -3.5823 2.8277
H 3.8945 -2.2536 3.0349
H 4.0539 -3.3425 1.6659
H 5.1350 -1.6594 0.6862
H 4.8644 -0.5162 1.9907
H 5.0682 0.0770 0.3362
H 2.5478 -1.3158 -2.2251
H 4.3000 -1.4022 -2.3166
H 3.3770 -0.8197 -3.7017
H 4.4489 1.3497 -3.8890
H 4.8092 3.6244 -2.9785
H 4.1516 4.1345 -0.6525
H 3.3507 3.4837 1.4463
H 3.4176 1.7694 1.8673
H 1.9111 2.4753 1.2738
N -1.4928 4.5985 -0.6605
C -1.5592 5.3719 -1.8204
C -2.7883 5.7804 -2.3159
C -2.8535 6.5418 -3.4764
C -1.6917 6.9104 -4.1329
C -0.4598 6.5025 -3.6303
C -0.3870 5.7198 -2.4904
S 1.1748 5.1001 -1.9329
N 0.8619 4.4696 -0.3803
C -0.3394 4.3070 0.0178
C -0.5549 3.8478 1.4273
C -1.0882 4.7642 2.3240
C -1.1921 4.4049 3.6527
C -0.7725 3.1430 4.0349
C -0.2873 2.2916 3.0633
N -0.1737 2.6206 1.7753
H -2.3400 4.1796 -0.2875
H -3.6893 5.4820 -1.7941
H -3.8191 6.8442 -3.8595
H -1.7369 7.5066 -5.0346
H 0.4547 6.7821 -4.1412
H -1.4114 5.7371 1.9790
H -1.6217 5.0845 4.3744
H -0.8825 2.8005 5.0538
H -0.0050 1.2764 3.3206
Se -2.9560 1.7371 -0.2380
Sb -4.3529 1.3692 1.7772
Se -2.8581 -0.6033 2.6536
Se -6.4002 0.1798 1.2565
Se -4.4808 3.0840 3.4647
```

- total charge = -1
- orbital gap (eV) = 5.90
- spin multiplicity = 1
- ΔE to the lowest compared entry with this formula, charge and spin (kcal/mol) = 0.0
- HOMO (eV) = -4.248
- DFT total energy (Ha) = -12764.0836

Mulliken atomic charge list, values in e, 5 entries: number 1, Pb, carries 0.99; number 2, N, carries 0.11; number 3, C, carries -1.44; number 4, N, carries -0.52; number 5, C, carries 0.56

***

(2)
DFT (ωB97M-V with the def2-TZVPD basis set) results for C46H44N10PbSSbSe4 as an isolated structure.

Structure (XYZ):
```
107
C46H44N10PbSSbSe4 | OMol25 | ωB97M-V with the def2-TZVPD basis set
Pb -0.0167 -0.5009 -0.6573
N 3.9592 -3.1133 3.1678
C 3.4961 -1.8847 2.8556
N 3.3442 -1.4220 1.6691
C 3.5834 -2.2824 0.5947
N 3.3019 -1.9573 -0.6039
N 2.6608 -0.9038 -1.0551
C 3.2772 -0.1941 -1.9391
C 2.7356 0.9854 -2.6029
C 3.3476 1.4354 -3.7798
C 2.8718 2.5785 -4.3908
C 1.8182 3.2672 -3.8039
C 1.2734 2.7511 -2.6404
N 1.7067 1.6417 -2.0610
C 4.2786 -3.5448 0.8398
C 4.8023 -4.3255 -0.1870
C 5.4774 -5.4910 0.1117
C 5.6364 -5.8906 1.4343
C 5.1258 -5.1248 2.4646
C 4.4477 -3.9501 2.1639
H 3.9308 -3.4532 4.1131
H 3.2446 -1.2385 3.6928
H 4.2959 -0.4719 -2.2077
H 4.1665 0.8659 -4.1983
H 3.3200 2.9361 -5.3089
H 1.4320 4.1806 -4.2352
H 0.4536 3.2546 -2.1348
H 4.6532 -4.0080 -1.2108
H 5.8739 -6.0939 -0.6933
H 6.1724 -6.8026 1.6626
H 5.2490 -5.4228 3.4996
C 0.4018 -2.7445 2.7149
C -0.9997 -3.1000 2.3181
C -1.4350 -4.4143 2.3511
C -2.7110 -4.7468 1.9342
C -3.5677 -3.7504 1.5065
C -3.1704 -2.4203 1.4727
C -4.1146 -1.3735 0.9629
C -1.8676 -2.1004 1.8647
N -1.3267 -0.7903 1.7443
C -1.3953 0.0202 2.7372
C -2.1544 -0.3545 3.9854
C -0.7342 1.3609 2.7716
C -0.5841 2.0139 4.1254
N -0.3069 1.9168 1.7196
C 0.2954 3.1790 1.6604
C 1.6898 3.2436 1.4828
C 2.5113 2.0089 1.6743
C 2.2847 4.4626 1.2071
C 1.5356 5.6281 1.1423
C 0.1818 5.5734 1.4110
C -0.4554 4.3658 1.6835
C -1.9184 4.4019 2.0479
H 0.9606 -3.6421 2.9705
H 0.4204 -2.0471 3.5615
H 0.9086 -2.2592 1.8790
H -0.7436 -5.1861 2.6603
H -3.0280 -5.7808 1.9204
H -4.5617 -4.0031 1.1574
H -5.1286 -1.7687 0.9078
H -3.8131 -1.0768 -0.0442
H -4.1142 -0.4819 1.5907
H -2.6888 -1.2880 3.8266
H -2.8677 0.4292 4.2461
H -1.4740 -0.4888 4.8280
H -1.5508 2.3333 4.5184
H 0.0591 2.8876 4.0360
H -0.1422 1.3210 4.8418
H 2.5366 1.7261 2.7307
H 3.5350 2.1576 1.3358
H 2.0918 1.1635 1.1375
H 3.3559 4.4964 1.0496
H 2.0136 6.5743 0.9238
H -0.4109 6.4813 1.4213
H -2.0645 5.0523 2.9142
H -2.2943 3.4121 2.2866
H -2.5206 4.8054 1.2322
N -3.1250 2.0605 -3.1932
C -4.0338 2.7932 -2.4251
C -4.9473 3.6313 -3.0445
C -5.8556 4.3671 -2.2916
C -5.8557 4.2656 -0.9141
C -4.9372 3.4300 -0.2863
C -4.0303 2.7024 -1.0345
S -2.8303 1.6865 -0.2175
N -2.0462 0.8921 -1.4606
C -2.2420 1.1238 -2.7071
C -1.4730 0.3517 -3.6945
C -1.8726 0.2219 -5.0232
C -1.1295 -0.5752 -5.8778
C -0.0017 -1.2119 -5.3911
C 0.3372 -1.0133 -4.0624
N -0.3814 -0.2652 -3.2362
H -3.2201 2.1402 -4.1893
H -4.9412 3.7100 -4.1255
H -6.5619 5.0160 -2.7909
H -6.5587 4.8335 -0.3201
H -4.9120 3.3411 0.7927
H -2.7799 0.6866 -5.3876
H -1.4442 -0.7155 -6.9033
H 0.5910 -1.8767 -6.0022
H 1.2153 -1.5023 -3.6454
Se 2.3757 -3.8351 -3.3819
Sb 0.5870 -4.6682 -1.8902
Se -1.1574 -2.7498 -1.4152
Se 1.4283 -5.5531 0.2478
Se -0.7544 -6.3054 -3.1386
```

- total charge = -1
- orbital gap (eV) = 4.47
- spin multiplicity = 1
- ΔE to the lowest compared entry with this formula, charge and spin (kcal/mol) = 49.6
- HOMO (eV) = -2.889
- DFT total energy (Ha) = -12764.0046

Mulliken atomic charge list, values in e, 5 entries: number 1, Pb, carries 1.41; number 2, N, carries 0.14; number 3, C, carries -0.59; number 4, N, carries -0.20; number 5, C, carries 0.00

***

(3)
DFT (ωB97M-V with the def2-TZVPD basis set) results for C46H45AsBBrN7O4PtS as an isolated structure.

Structure (XYZ):
```
107
C46H45AsBBrN7O4PtS | OMol25 | ωB97M-V with the def2-TZVPD basis set
Pt -0.3347 -1.1346 1.1000
C 2.4358 1.5019 0.5657
C 2.5557 0.1763 -0.1022
C 3.5600 -0.3062 -0.9479
C 3.1663 -1.5807 -1.3125
C 3.8863 -2.5549 -2.1856
N 1.9869 -1.8372 -0.7049
N 1.6268 -0.7586 0.0430
B 0.9413 -2.9550 -0.9531
N 0.5189 -3.7358 0.3302
N -0.3112 -3.2039 1.2667
C -0.5589 -4.1219 2.1913
C -1.4188 -3.8206 3.3693
C 0.1128 -5.2954 1.8423
C 0.7845 -5.0116 0.6661
C 1.6661 -5.8973 -0.1457
N -0.3563 -2.2875 -1.5069
N -1.1212 -1.5699 -0.6545
C -2.2914 -1.3070 -1.2181
C -3.3613 -0.6107 -0.4572
C -2.2775 -1.8488 -2.5048
C -1.0418 -2.4619 -2.6512
C -0.4967 -3.2037 -3.8246
H 3.1320 2.2132 0.1240
H 2.6634 1.4266 1.6276
H 1.4184 1.8802 0.4454
H 4.4564 0.2055 -1.2561
H 4.7833 -2.9207 -1.6843
H 4.2041 -2.0719 -3.1097
H 3.2682 -3.4121 -2.4376
H 1.3545 -3.7430 -1.7425
H -1.9998 -2.9150 3.1845
H -0.8160 -3.6773 4.2702
H -2.1082 -4.6404 3.5664
H 0.1105 -6.2315 2.3741
H 1.7728 -6.8582 0.3528
H 2.6574 -5.4595 -0.2654
H 1.2523 -6.0686 -1.1394
H -2.9108 0.0961 0.2366
H -3.9559 -1.3336 0.1062
H -4.0321 -0.0625 -1.1152
H -3.0663 -1.8046 -3.2367
H -0.9101 -4.2120 -3.8743
H 0.5866 -3.2828 -3.7787
H -0.7666 -2.6859 -4.7440
O -1.3329 -0.4575 4.2612
C -0.1081 -0.8953 4.1202
N 0.5224 -0.9985 2.9986
S 2.1255 -1.5913 3.2814
O 2.2857 -2.8250 2.5934
O 3.0402 -0.5163 3.0953
C 1.8457 -1.8242 5.0072
C 2.7094 -2.3267 5.9541
C 2.2521 -2.3545 7.2686
C 0.9860 -1.8829 7.6039
C 0.1321 -1.3706 6.6355
C 0.5867 -1.3536 5.3285
H 3.6948 -2.6852 5.6906
H 2.8945 -2.7480 8.0444
H 0.6641 -1.9154 8.6356
H -0.8521 -1.0010 6.8876
O -0.6797 1.2823 -0.9151
As -0.4769 2.6139 -1.8709
C 0.7960 2.1698 -3.2367
C 1.2143 3.0880 -4.1946
C 2.1004 2.6888 -5.1825
C 2.5579 1.3761 -5.2135
C 2.1344 0.4641 -4.2584
C 1.2504 0.8579 -3.2625
C 0.1649 4.2037 -0.9950
C -0.7198 5.0285 -0.3039
C -0.2445 6.1460 0.3659
C 1.1115 6.4436 0.3425
C 1.9933 5.6281 -0.3525
C 1.5219 4.5076 -1.0218
C -2.0981 3.1201 -2.7663
C -2.3819 4.4308 -3.1314
C -3.5579 4.7119 -3.8136
C -4.4375 3.6875 -4.1349
C -4.1404 2.3759 -3.7880
C -2.9683 2.0913 -3.1054
H 0.8535 4.1106 -4.1733
H 2.4325 3.3971 -5.9300
H 3.2470 1.0666 -5.9887
H 2.4943 -0.5566 -4.2855
H 0.9090 0.1640 -2.5012
H -1.7820 4.8093 -0.2957
H -0.9334 6.7871 0.9002
H 1.4806 7.3183 0.8617
H 3.0487 5.8660 -0.3770
H 2.2099 3.8748 -1.5695
H -1.7007 5.2349 -2.8797
H -3.7872 5.7315 -4.0942
H -5.3536 3.9115 -4.6655
H -4.8220 1.5776 -4.0527
H -2.7122 1.0747 -2.8367
Br -4.3300 3.1566 0.4956
C -3.3686 2.0148 1.6527
C -1.9980 2.1501 1.7500
C -1.2707 1.2934 2.5669
C -1.9589 0.3176 3.2675
C -3.3331 0.1743 3.1825
C -4.0452 1.0311 2.3639
H -1.4767 2.9155 1.2006
H -0.2059 1.4424 2.6866
H -3.8307 -0.5873 3.7673
H -5.1185 0.9369 2.2774
```

- total charge = +1
- orbital gap (alpha / beta) (eV) = 7.06 / 7.06
- spin multiplicity = 1
- ΔE to the lowest compared entry with this formula, charge and spin (kcal/mol) = 39.4
- HOMO (alpha / beta) (eV) = -10.284 / -10.284
- DFT total energy (Ha) = -7816.1858

Mulliken atomic charge list, values in e, 5 entries: number 1, Pt, carries 1.86; number 2, C, carries -1.04; number 3, C, carries 0.13; number 4, C, carries -1.30; number 5, C, carries 0.64

***

(4)
DFT (ωB97M-V with the def2-TZVPD basis set) results for C46H46FN6O8PSiSn as an isolated structure.

Structure (XYZ):
```
110
C46H46FN6O8PSiSn | OMol25 | ωB97M-V with the def2-TZVPD basis set
Sn 0.1045 -0.1975 -1.0713
O 4.1192 2.3728 3.6382
C 4.4510 1.8895 2.4052
O 5.4557 1.2508 2.2740
C 3.5246 2.2372 1.3172
C 2.6550 3.3132 1.2550
N 2.0761 3.2703 0.0511
N 2.5082 2.2241 -0.6852
C 3.3870 1.5844 0.0662
C 3.9001 0.2421 -0.4631
O 4.9043 0.2587 -1.1941
O 3.1844 -0.7296 -0.1111
H 3.2195 2.7176 3.6170
H 2.4274 4.0984 1.9586
H 1.3691 3.8850 -0.3334
F 5.4502 -1.5337 -3.5562
C 4.8696 -0.3255 -3.7050
C 3.5143 -0.2227 -3.6572
C 2.9202 1.0249 -3.7917
C 1.4894 1.1204 -3.5050
O 0.8674 0.0717 -3.2993
C 0.9840 2.4502 -3.3318
C 1.7560 3.4915 -3.7250
N 3.0627 3.3988 -4.0949
C 3.7844 4.5454 -4.5741
C 4.7785 5.2378 -3.6831
C 3.4791 5.9036 -4.0343
C 3.6959 2.1606 -4.0326
C 5.0865 2.0353 -4.0605
C 5.6730 0.8013 -3.8300
N 7.0696 0.7374 -3.5778
C 7.5688 -0.2811 -2.6677
C 8.8976 0.2479 -2.0748
N 8.9832 1.6967 -2.4483
C 9.1856 1.8418 -3.9262
C 8.0254 1.0692 -4.6096
C -0.2674 2.7780 -2.5332
O -0.5323 3.9776 -2.3855
O -0.8457 1.8173 -1.9372
H 2.8963 -1.0848 -3.4488
H 1.3442 4.4869 -3.6425
H 4.0374 4.4855 -5.6275
H 5.6932 5.6043 -4.1309
H 4.8750 4.8629 -2.6727
H 3.4808 6.7252 -4.7356
H 2.7462 5.9902 -3.2456
H 5.7115 2.9148 -4.1312
H 7.7504 -1.2416 -3.1564
H 6.8335 -0.4338 -1.8772
H 9.7720 -0.2451 -2.4953
H 8.9277 0.1682 -0.9910
H 9.6769 2.2058 -1.9067
H 8.0390 2.0681 -2.2713
H 10.1631 1.4319 -4.1703
H 9.1746 2.9055 -4.1562
H 8.4143 0.1712 -5.1063
H 7.5531 1.6914 -5.3650
O 1.3528 -1.8384 1.6053
N 0.1442 -1.1970 1.6281
C -0.7281 -1.8282 2.2978
C -2.0771 -1.3118 2.6020
C -2.6497 -1.8878 3.7421
C -3.8373 -1.4266 4.2782
C -4.4827 -0.3557 3.6808
C -3.9488 0.1987 2.5308
C -2.7713 -0.2766 1.9521
P -2.3024 0.4754 0.3307
C -2.3434 2.2388 0.8039
C -1.3248 2.6483 1.6658
C -1.2329 3.9699 2.0677
C -2.1502 4.9032 1.5996
C -3.1566 4.5027 0.7358
C -3.2555 3.1753 0.3386
C -3.7919 0.1907 -0.6845
C -4.7802 -0.7306 -0.3512
C -5.8371 -0.9713 -1.2186
C -5.9118 -0.3053 -2.4321
C -4.9149 0.5957 -2.7827
C -3.8563 0.8360 -1.9222
H 1.9685 -1.2609 1.0838
H -0.4392 -2.7569 2.7904
H -2.1261 -2.7015 4.2288
H -4.2463 -1.8904 5.1665
H -5.4014 0.0373 4.0966
H -4.4729 1.0142 2.0460
H -0.5993 1.9212 2.0201
H -0.4471 4.2743 2.7490
H -2.0756 5.9393 1.9044
H -3.8673 5.2278 0.3605
H -4.0427 2.8770 -0.3407
H -4.7285 -1.2761 0.5814
H -6.6012 -1.6876 -0.9433
H -6.7351 -0.4978 -3.1086
H -4.9535 1.1057 -3.7370
H -3.0607 1.5131 -2.2088
C -1.9850 -5.0324 -4.1553
Si -3.0308 -3.6071 -3.5380
C -4.4641 -4.2821 -2.5434
C -3.6913 -2.6421 -5.0002
C -2.0007 -2.4915 -2.5288
C -1.2854 -1.7226 -1.9095
H -2.5607 -5.6833 -4.8177
H -1.6133 -5.6332 -3.3232
H -1.1198 -4.6594 -4.7066
H -5.0728 -4.9569 -3.1502
H -5.0985 -3.4675 -2.1907
H -4.1104 -4.8332 -1.6697
H -4.2388 -3.2867 -5.6919
H -2.8711 -2.1685 -5.5432
H -4.3626 -1.8512 -4.6585
```

- orbital gap (eV) = 5.79
- spin multiplicity = 1
- ΔE to the lowest compared entry with this formula, charge and spin (kcal/mol) = 17.0
- HOMO (eV) = -6.754
- DFT total energy (Ha) = -3655.8878

Mulliken atomic charge list, values in e, 5 entries: number 1, Sn, carries 1.42; number 2, O, carries -0.50; number 3, C, carries 0.73; number 4, O, carries -0.54; number 5, C, carries 0.58